Record 1
DFT (the ωB97M-V functional and the def2-TZVPD basis) results for one molecule with the formula C4H7N in a non-equilibrium geometry.

Output
total charge = 0
HOMO level = -11.427 eV
E = -5750.34277 eV
frontier orbital gap = 0.44990 Eh
2S+1 = 1
SMILES string = CC(C)C#N
LUMO energy = 0.82 eV
relative energy (zero: lowest compared OMol25 entry of this formula, charge and spin) = 103.6 kJ/mol

Atoms and positions in Å:
C 0.727 0.793 0.959
C -0.016 0.250 -0.346
C -1.193 -0.681 -0.163
C 1.070 -0.426 -1.172
N 1.773 -1.039 -1.881
H 0.903 0.006 1.768
H 0.042 1.463 1.506
H 1.656 1.343 0.645
H -0.305 1.122 -0.925
H -1.883 -0.326 0.726
H -1.852 -0.602 -1.152
H -0.922 -1.905 0.036

***

Record 2
DFT (the ωB97M-V functional and the def2-TZVPD basis) results for a 3-piece molecular cluster, C4H7N overall in a non-equilibrium geometry.

Output
total charge = 0
HOMO level (spin up / spin down) = -9.053 / -8.151 eV
E = -5746.01692 eV
frontier orbital gap (spin up / spin down) = 0.31046 / 0.28555 Eh
2S+1 = 1
LUMO energy (spin up / spin down) = -0.60 / -0.38 eV
relative energy (zero: lowest compared OMol25 entry of this formula, charge and spin) = 521.0 kJ/mol

Atoms and positions in Å:
C -0.625 -1.296 -0.338
C 1.261 1.081 -0.299
C -0.223 1.106 -0.359
C -1.067 0.016 -0.362
N 1.616 0.654 0.818
H 0.671 -0.509 1.437
H 1.938 1.508 -1.051
H -0.652 2.077 -0.124
H -2.119 0.204 -0.175
H -1.327 -2.112 -0.235
H 0.378 -1.557 -0.645
H 0.148 -1.171 1.332

***

Record 3
DFT (the ωB97M-V functional and the def2-TZVPD basis) results for an isolated ion of composition C4H7N2 and charge +1 in a non-equilibrium geometry.

Output
total charge = +1
HOMO level (spin up / spin down) = -13.988 / -14.025 eV
E = -7227.93940 eV
frontier orbital gap (spin up / spin down) = 0.25004 / 0.28510 Eh
2S+1 = 1
LUMO energy (spin up / spin down) = -7.18 / -6.27 eV
relative energy (zero: lowest compared OMol25 entry of this formula, charge and spin) = 752.5 kJ/mol

Atoms and positions in Å:
C 1.442 -0.334 -0.059
C 2.399 0.526 0.146
C -1.376 1.519 -0.257
C -0.917 -1.213 0.241
N 0.155 -0.173 0.225
N -0.230 1.152 0.134
H 1.844 -1.402 -0.299
H 3.366 1.068 -0.019
H -1.923 0.852 -0.683
H -1.546 2.597 -0.065
H -0.399 -1.930 0.968
H -1.897 -0.860 0.347
H -0.918 -1.801 -0.678

***

Record 4
DFT (the ωB97M-V functional and the def2-TZVPD basis) results for C4H7N2 as an isolated structure in a non-equilibrium geometry.

Output
total charge = +1
HOMO level = -15.590 eV
E = -7229.61323 eV
frontier orbital gap = 0.38215 Eh
2S+1 = 1
LUMO energy = -5.19 eV
relative energy (zero: lowest compared OMol25 entry of this formula, charge and spin) = 591.0 kJ/mol

Atoms and positions in Å:
C 1.389 -0.072 0.158
C 0.154 0.806 0.022
C 2.630 -0.282 -0.079
C -2.171 -0.299 -0.054
N -0.771 -0.352 0.045
N -0.029 -1.314 0.242
H 0.042 1.580 0.786
H 0.021 1.377 -0.817
H 3.201 0.505 -0.279
H 2.965 -1.319 0.064
H -2.576 0.051 -1.129
H -2.485 -1.284 0.374
H -2.371 0.604 0.666